A:
49
Properties=species:S:1:pos:R:3 method="wB97M-V/def2-TZVPD" gap_ev=9.15
C -1.62460 -3.13852 -0.13368
C -0.69548 -2.15417 -0.81710
O -0.35324 -1.12910 0.11903
C 0.50155 -0.20791 -0.32366
O 1.01260 -0.25043 -1.41182
C 0.81492 0.87486 0.71071
C 2.01685 0.37345 1.55001
C 3.14264 -0.15898 0.71134
C 3.17324 -1.49838 0.34066
C 4.18426 -1.99105 -0.46379
C 5.19445 -1.15673 -0.90963
C 5.16366 0.16891 -0.52252
F 6.14929 0.99694 -0.93226
C 4.16006 0.68007 0.27816
C 1.15052 2.15284 -0.06991
C -0.02966 2.52606 -0.98342
N -1.27335 2.02464 -0.42588
C -2.06167 1.23878 -1.18669
O -1.88282 1.09789 -2.38687
C -3.23429 0.54180 -0.56110
C -4.31462 0.22035 -1.39087
N -5.35065 -0.47109 -0.95465
C -5.32899 -0.85979 0.31246
C -4.26560 -0.54130 1.14520
N -3.22511 0.15185 0.70980
C -1.32591 2.16615 1.00702
C -0.37000 1.15218 1.65180
H -1.13286 -3.58876 0.72488
H -2.52261 -2.63102 0.20885
H -1.90516 -3.91989 -0.83368
H -1.17251 -1.68643 -1.68563
H 0.22539 -2.63962 -1.15939
H 2.37224 1.20457 2.16297
H 1.65375 -0.41544 2.21242
H 2.39448 -2.16209 0.68750
H 4.18844 -3.03232 -0.74809
H 5.99153 -1.51681 -1.53992
H 4.18571 1.72167 0.55936
H 2.03200 1.98595 -0.68702
H 1.36516 2.95463 0.63873
H -0.09625 3.61334 -1.10019
H 0.08817 2.07425 -1.97008
H -4.32399 0.53071 -2.42583
H -6.17690 -1.43653 0.65461
H -4.23103 -0.84736 2.18229
H -1.01585 3.18997 1.23893
H -2.34056 2.01831 1.37110
H -0.90434 0.22386 1.84662
H -0.00287 1.54966 2.59922

---

B:
49
Properties=species:S:1:pos:R:3 method="wB97M-V/def2-TZVPD" gap_ev=9.39
C -3.61570 -2.44044 1.21798
C -2.17660 -2.28468 1.68226
O -1.55537 -1.12202 1.12833
C -0.99809 -1.23583 -0.07497
O -1.01857 -2.24485 -0.73252
C -0.32428 0.05534 -0.54158
C -1.25485 0.68140 -1.61253
C -2.66337 0.86917 -1.12809
C -3.62527 -0.10351 -1.37524
C -4.92309 0.04679 -0.91888
C -5.28864 1.17407 -0.20404
C -4.32722 2.13981 0.02711
F -4.66737 3.25199 0.71307
C -3.02768 2.00989 -0.42417
C -0.06119 1.03482 0.60606
C 1.00629 0.50808 1.56527
N 2.22245 0.18290 0.84830
C 3.32020 0.93808 1.05015
O 3.34013 1.86330 1.84851
C 4.57219 0.63679 0.28160
C 5.42795 1.70026 -0.02114
N 6.58655 1.51400 -0.62626
C 6.91933 0.26702 -0.92583
C 6.07776 -0.79610 -0.62746
N 4.91179 -0.61126 -0.02921
C 2.02147 -0.81638 -0.17173
C 1.01061 -0.31635 -1.20643
H -3.64350 -2.63351 0.14928
H -4.07384 -3.27589 1.73959
H -4.17899 -1.53445 1.42752
H -1.59103 -3.16529 1.39742
H -2.12824 -2.13753 2.76345
H -0.83184 1.64212 -1.91241
H -1.25982 0.01919 -2.48044
H -3.35188 -0.98616 -1.93428
H -5.65773 -0.71779 -1.12142
H -6.29306 1.31397 0.16215
H -2.32017 2.80130 -0.23292
H -0.97842 1.22123 1.16281
H 0.28970 1.97881 0.18287
H 1.25162 1.26684 2.31023
H 0.64713 -0.39153 2.07389
H 5.16185 2.71497 0.23799
H 7.87567 0.12636 -1.40971
H 6.33231 -1.82007 -0.86441
H 2.96941 -1.06121 -0.64668
H 1.63524 -1.72445 0.30508
H 0.84073 -1.10090 -1.94469
H 1.41541 0.56177 -1.71389

---

Short version: B is the most stable of them.

---

A:
18
Properties=species:S:1:pos:R:3 method="wB97M-V/def2-TZVPD" gap_ev=10.07
C -1.22264 -1.09139 0.52221
C -0.56169 1.15463 1.11475
C 0.00377 -0.28853 1.04107
C -0.90573 -0.51440 -0.88780
C -0.26330 1.34866 -0.39790
C 0.46710 -0.03226 -0.44162
C 1.88083 -0.35308 -0.81577
O -1.36602 0.84766 -1.09656
H -1.03329 -2.14188 0.42758
H -2.14735 -0.90943 1.08537
H -1.57883 1.18608 1.48664
H -0.04285 1.92325 1.55951
H 0.70132 -0.73965 1.66635
H -1.06941 -1.16008 -1.73601
H 0.22836 2.19800 -0.78145
H 1.93876 -1.17790 -1.66585
H 2.42278 -0.83413 -0.04043
H 2.54817 0.58445 -1.04008

---

B:
18
Properties=species:S:1:pos:R:3 method="wB97M-V/def2-TZVPD" gap_ev=9.38
C 1.52890 -1.19991 0.04455
C 1.77715 0.24323 0.15693
C 0.85970 1.29192 0.09806
C -0.65110 1.37473 -0.16477
C -1.43412 0.27690 0.50335
C -1.62677 -1.01084 -0.35822
C -0.00831 -1.06600 -0.10728
H 1.90601 -1.57974 -0.90817
H 1.91393 -1.77437 0.97745
H 2.82355 0.41784 0.33377
H 1.37114 2.18358 0.26940
H -1.00963 2.36711 0.20508
H -0.90149 1.42639 -1.32230
H -2.40327 0.53649 1.14383
H -1.86060 -1.91323 0.28415
H -1.86219 -0.92298 -1.46575
H 0.03053 -0.21983 -0.90607
O -0.45344 -0.43132 1.21598

---

C:
18
Properties=species:S:1:pos:R:3 method="wB97M-V/def2-TZVPD" gap_ev=7.91
C 0.17671 -0.47268 -0.40624
C 0.14308 -0.20679 -1.88748
C -0.66696 0.15342 0.46534
C -2.22203 -1.25830 -0.16165
C 1.61652 0.76499 0.35002
C -1.24593 1.02468 1.23741
C 2.39424 0.34706 1.32905
O -3.27859 -1.02655 0.35330
H 0.56034 -1.43900 -0.09053
H -2.13668 -2.13043 -0.87759
H 1.77564 1.67932 -0.21400
H -0.28147 0.77126 -2.10514
H 1.15468 -0.24874 -2.29246
H -0.46064 -0.97004 -2.38156
H -0.70305 1.80948 1.74245
H -2.30810 0.89827 1.42834
H 2.16948 -0.55303 1.89535
H 3.31278 0.85707 1.61540

---

D:
18
Properties=species:S:1:pos:R:3 method="wB97M-V/def2-TZVPD" gap_ev=8.84
C -0.55282 -0.89038 -0.57550
C -0.12446 -0.54292 0.69803
C 1.29609 -0.74383 1.11833
C -1.12929 -0.18486 1.74385
H 0.13288 -1.39437 -1.24133
H -1.60002 -1.08362 -0.75637
H 1.95407 -0.87655 0.26052
H 1.35890 -1.64919 1.73066
H 1.65422 0.09375 1.71811
H -0.68808 0.41423 2.53937
H -1.95404 0.36753 1.28526
H -1.54072 -1.10050 2.17838
C 1.14964 1.19842 -2.97316
C 0.40747 1.20934 -2.03176
C -0.53607 1.14924 -0.93621
O -1.68541 1.59880 -0.94577
H 1.75552 1.08864 -3.83600
H 0.10214 1.34628 0.02358

---

Short version: A is the most stable of them.

---

A:
18
Properties=species:S:1:pos:R:3 method="wB97M-V/def2-TZVPD" gap_ev=9.52
C -3.06923 -0.92423 1.70446
C -1.94411 -0.60475 1.25991
C -0.67799 -0.02119 0.88268
C -0.05301 -0.08970 -0.35471
C -0.90669 -0.80346 -1.43462
C 1.25975 0.45643 -0.68968
C 1.74144 1.35600 0.51454
O 2.11738 -0.54595 -0.91464
H -4.04188 -1.27701 1.94374
H -0.06902 0.56105 1.63286
H -1.57250 -1.43580 -0.93410
H -1.35515 0.01672 -2.05249
H -0.25699 -1.28892 -2.15078
H 1.36692 0.93791 -1.60747
H 1.05143 2.11391 0.89388
H 1.99432 0.76510 1.37005
H 2.51990 1.98822 0.11934
H 1.89544 -1.20433 -0.18297

---

B:
18
Properties=species:S:1:pos:R:3 method="wB97M-V/def2-TZVPD" gap_ev=10.19
C 0.78274 -1.39068 -1.32548
C 0.48794 -0.35500 -2.24134
C -0.78131 0.21846 -2.37771
C -1.69954 -0.12680 -1.36649
C -1.50148 -1.21852 -0.54834
C -0.23324 -1.91459 -0.43977
H 1.77962 -1.75379 -1.32108
H 1.43646 0.20636 -2.71362
H -1.25129 1.01397 -2.96243
H -2.68056 0.44048 -1.11746
H -2.17342 -1.56980 0.22508
H -0.04191 -2.74435 0.19572
C 1.07771 1.36504 2.94970
O 0.65394 2.45081 1.96067
H 1.64466 1.90696 3.79978
H 0.11775 0.96214 3.37254
H 1.83758 0.58568 2.65356
H 0.54436 1.92363 1.25667

---

Short version: B is the most stable of them.

---

A:
48
Properties=species:S:1:pos:R:3 method="wB97M-V/def2-TZVPD" gap_ev=8.89
O -0.08274 -0.49249 4.14371
C -0.24456 -0.18806 2.97647
C 0.84922 -0.40428 1.97919
C 2.17043 -0.16781 2.34787
C 3.21234 -0.53973 1.51489
C 2.94601 -1.16681 0.30759
C 1.63177 -1.39031 -0.05757
S 1.23747 -2.22937 -1.60247
O -0.15811 -2.55181 -1.56423
O 2.19316 -3.27715 -1.80564
N 1.43986 -1.14683 -2.85293
C 2.79570 -0.81097 -3.23043
C 3.08462 0.58885 -2.65032
C 1.71530 1.11630 -2.18975
C 0.70802 0.09384 -2.73784
C 0.58506 -1.02747 0.76269
N -1.44205 0.25842 2.50626
C -2.64680 -0.03062 3.26157
C -3.50437 -0.96756 2.41641
C -3.93264 -0.24579 1.14045
C -2.84821 0.63141 0.57398
C -3.04718 1.26316 -0.64678
C -2.10506 2.12648 -1.17231
C -0.94391 2.38731 -0.46308
C -0.71912 1.76002 0.74548
C -1.65298 0.86229 1.26026
H 2.36802 0.28962 3.30580
H 4.23322 -0.36175 1.81733
H 3.74097 -1.51184 -0.33396
H 2.84907 -0.79401 -4.32322
H 3.45956 -1.59308 -2.86681
H 3.78106 0.53722 -1.81502
H 3.52155 1.23152 -3.41283
H 1.51252 2.11416 -2.57251
H 1.66081 1.14798 -1.10175
H -0.15896 -0.05569 -2.09664
H 0.36451 0.38443 -3.73534
H -0.41681 -1.27492 0.44883
H -3.18253 0.90072 3.47048
H -2.34511 -0.49214 4.20288
H -2.91287 -1.85130 2.16816
H -4.37894 -1.29275 2.98013
H -4.79903 0.38948 1.35298
H -4.24403 -0.97028 0.38492
H -3.96392 1.07387 -1.18609
H -2.28233 2.60898 -2.12105
H -0.22170 3.09318 -0.84302
H 0.17374 1.97560 1.31326

---

B:
48
Properties=species:S:1:pos:R:3 method="wB97M-V/def2-TZVPD" gap_ev=7.94
C -2.32210 0.05433 3.69955
C -2.06155 0.68698 2.26788
C -0.79797 0.99150 1.69214
C -0.76561 1.42207 0.43341
C -1.92263 1.63609 -0.41278
C -3.26477 1.55531 0.33765
C -3.42434 0.95414 1.70830
H -4.34046 0.95449 1.83841
H -4.14003 1.95650 -0.36697
S -1.70820 2.37922 -1.93553
C -2.71287 1.29520 -2.78817
C -2.58770 -0.12092 -2.16497
O -3.41139 -1.01601 -1.74837
N -1.15778 -0.47181 -1.87861
C -0.63618 -1.60045 -1.28771
C -1.47263 -2.63147 -0.47863
C -0.77087 -3.79720 0.14047
C 0.53473 -3.74422 0.29996
C 1.45220 -2.56200 -0.35876
C 0.73684 -1.53750 -0.82861
C 1.56107 -0.50221 -1.60817
O 1.25822 0.05534 -2.47895
N 2.64293 0.07698 -0.72939
C 3.53341 0.92721 -1.22413
H 3.27985 1.22271 -2.66918
C 3.73377 2.21089 -0.62478
H 4.44323 2.65333 -1.00988
O 4.01081 2.10824 0.70514
C 2.92842 1.08382 1.44633
H 3.35935 0.93375 2.44004
C 2.90078 -0.12940 0.57504
H 2.04059 -0.83013 0.94543
H 3.86202 -0.74850 0.77742
H 2.00810 1.49747 1.30390
H 2.64770 2.63789 -0.68052
H 4.62946 0.61131 -1.34854
H 2.45044 -2.71900 -0.38814
H 1.03956 -4.50490 0.98378
H -1.43919 -4.37443 0.52093
H -2.58563 -2.44303 -0.64389
H -0.39823 -0.06366 -2.22949
H -3.85081 1.42167 -2.63168
H -2.31798 1.01002 -3.77529
H 0.10359 1.45934 0.04347
H -0.18113 0.67192 2.20325
H -2.53116 -1.04701 3.48142
H -3.05147 0.45775 4.24216
H -1.30439 -0.08161 4.20507

---

Short version: A is the most stable of them.